9
Properties=species:S:1:pos:R:3:lowdin_charge:R:1 method="wB97M-V/def2-TZVPD" homo_energy_ev=-10.60 e_lumo_ev=-0.497 charge=0 gap_ev=10.11 smiles="CBON=O"
C 0.484 -0.069 0.372 -0.059
B -0.776 -0.717 -0.580 -0.261
O -1.516 -1.793 -0.309 0.040
N -2.455 -2.589 -0.940 0.006
O -2.091 -3.193 -1.909 0.077
H 1.330 -0.038 -0.174 -0.026
H 0.560 -0.694 1.406 0.094
H 0.240 0.987 0.793 0.074
H -1.017 -0.065 -1.466 0.055

---

9
Properties=species:S:1:pos:R:3:lowdin_charge:R:1 method="wB97M-V/def2-TZVPD" homo_energy_ev=-9.84 e_lumo_ev=0.692 charge=0 gap_ev=10.53 smiles="BO[N+](=C)[O-]"
B 0.738 1.205 0.343 -0.145
O -0.219 0.918 -0.535 0.052
N -0.955 -0.203 -0.088 -0.363
C -0.256 -1.250 -0.286 0.080
O -2.006 0.133 0.412 0.061
H 1.343 2.064 -0.172 0.043
H 1.334 0.609 1.207 0.068
H 0.614 -1.269 -0.932 0.109
H -0.593 -2.207 0.051 0.096

---

9
Properties=species:S:1:pos:R:3:lowdin_charge:R:1 method="wB97M-V/def2-TZVPD" homo_energy_ev="-8.58 / -8.58" e_lumo_ev="-2.847 / -2.848" charge=0 gap_ev="5.73 / 5.73"
C 3.009 -0.404 -0.761 -0.989
O 0.806 0.316 0.523 -0.545
Si -0.326 -0.688 0.790 0.238
Cl 2.990 -1.896 -0.045 0.726
Br 3.910 1.057 -0.010 0.793
H 2.625 -0.350 -1.833 0.075
H 0.019 -1.695 -0.209 -0.099
H -1.720 -0.246 1.129 -0.087
H -0.418 -1.709 1.904 -0.113

---

8
Properties=species:S:1:pos:R:3:lowdin_charge:R:1 method="wB97M-V/def2-TZVPD" homo_energy_ev=-15.40 e_lumo_ev=-5.601 charge=+1 gap_ev=9.80
C 0.341 -0.270 0.088 -0.341
N -0.794 -0.814 -0.036 -0.391
N 0.655 1.012 0.075 0.166
Br -2.535 0.016 -0.106 0.794
H 1.317 -0.879 -0.072 0.196
H -0.680 -2.019 -0.483 0.297
H 1.671 1.180 0.352 0.175
H 0.024 1.773 0.182 0.104

---

8
Properties=species:S:1:pos:R:3:lowdin_charge:R:1 method="wB97M-V/def2-TZVPD" homo_energy_ev=-14.63 e_lumo_ev=-5.411 charge=+1 gap_ev=9.22 smiles="[NH2+]=CNBr"
N -0.366 0.910 -0.253 0.150
C -0.240 -0.304 0.007 0.008
N 1.378 -1.079 -0.217 -0.410
Br 2.798 0.059 -0.001 0.769
H -1.257 1.448 -0.240 0.180
H 0.550 1.524 -0.210 0.149
H -1.245 -0.857 0.046 0.172
H 1.501 -1.804 0.407 -0.019

---

8
Properties=species:S:1:pos:R:3:lowdin_charge:R:1 method="wB97M-V/def2-TZVPD" homo_energy_ev="-9.33 / -9.56" e_lumo_ev="-0.956 / -0.632" charge=0 gap_ev="8.37 / 8.93"
C -0.914 -0.668 -0.010 -0.118
N 0.742 0.852 0.355 -0.490
O -0.243 0.487 -0.498 -0.358
Br 2.287 -0.238 0.173 0.534
H -0.220 -1.518 0.017 0.052
H -1.717 -0.865 -0.715 0.092
H -1.317 -0.494 0.992 0.088
H 1.382 2.443 -0.315 0.201

---

Quick rundown of M, same order as above: 72.9; 72.9; 175.5; 124.0; 124.0; 126.0 g mol⁻¹
Quick rundown of ΔE to the lowest compared entry with this formula, charge and spin, same order as above: 115.1; 203.1; 458.5; 232.4; 363.6; 380.7 kJ/mol
Quick rundown of E, same order as above: -270.48278; -270.44930; -3439.26993; -2723.69461; -2723.64466; -2744.28421 hartree